1.
DFT (ωB97M-V/def2-TZVPD) results for a cluster of 2 separate species, C8H19FN2Si in total.

## Properties
Energy = -22177.2090 eV
Max |F| = 4.40 eV Å⁻¹
Total charge = 0
Relative energy (zero: lowest compared OMol25 entry of this formula, charge and spin) = 48.15 kcal/mol

CARTESIAN COORDINATES (ANGSTROEM)
C1 -2.1853 1.6917 1.0139
C2 -1.9919 -0.6947 -1.9606
C3 -0.7078 -0.9193 0.1596
C4 -3.2272 -0.8541 0.2681
C5 3.8743 1.3115 1.1852
C6 3.5585 -1.7420 0.0087
C7 -1.9929 1.2147 -0.3773
C8 -1.9583 -0.3558 -0.4855
N1 -0.8001 1.9001 -1.0023
N2 0.1725 1.4601 -1.4134
F1 5.8762 0.0011 -0.4385
Si1 4.2423 0.0528 -0.1768
H1 -2.2076 2.7715 1.0646
H2 -1.2894 1.4874 1.5270
H3 -2.9521 1.2912 1.5825
H4 -2.7418 -0.1466 -2.5255
H5 -1.0943 -0.5969 -2.4958
H6 -2.2440 -1.7847 -2.1803
H7 -0.7311 -2.0111 0.4133
H8 -0.5242 -0.3385 1.1295
H9 0.1744 -0.6567 -0.5067
H10 -3.0851 -0.7374 1.2816
H11 -3.1954 -1.8423 0.0565
H12 -4.0375 -0.3839 -0.1288
H13 4.6814 1.4547 1.9420
H14 3.5865 2.3276 0.7902
H15 3.0553 1.0276 1.7778
H16 2.5185 -1.9302 0.0269
H17 4.0329 -2.3659 -0.6724
H18 4.0804 -2.1278 0.9944
H19 -2.8873 1.4959 -0.8579

Forces on the atoms, in the same order (eV/Å):
2.15 1.82 -0.18
-1.83 -2.29 -0.56
1.58 0.83 0.93
3.42 1.06 -1.49
1.21 1.20 -0.17
2.59 1.06 3.40
0.06 -2.29 0.31
-0.09 1.00 0.20
-1.93 1.62 0.72
1.39 -0.92 -0.62
-0.98 -0.24 0.49
-0.10 0.00 -0.78
-0.43 0.41 -0.21
1.22 -0.44 1.09
-1.72 -0.78 0.55
-0.24 0.28 0.12
1.53 0.61 -0.31
0.10 1.05 0.70
-0.11 0.92 -0.44
-0.13 -1.07 -1.07
-0.93 -0.73 0.89
-0.06 0.41 2.23
-0.64 -3.36 -0.55
-2.63 1.17 -0.77
-0.18 -0.10 -0.77
0.55 -1.05 0.13
-1.43 -0.72 0.67
-1.06 0.15 0.13
0.70 -0.97 -1.79
-1.33 0.66 -1.34
-0.69 0.68 -1.52

Atomic partial charges in e from the Löwdin method, atoms 1 to 8: -0.06, -0.07, -0.07, -0.02, -0.25, -0.22, -0.33, -0.56

***

2.
DFT (ωB97M-V/def2-TZVPD) results for a structure of composition C8H19IN3.

## Properties
Energy = -21164.2873 eV
Max |F| = 6.15 eV Å⁻¹
Total charge = +1
Relative energy (zero: lowest compared OMol25 entry of this formula, charge and spin) = 95.56 kcal/mol

CARTESIAN COORDINATES (ANGSTROEM)
C1 -0.7359 1.6126 -0.8871
C2 0.8093 0.0055 -0.0362
C3 -1.3802 -1.1853 -0.1933
C4 -1.5217 2.8365 -0.8216
C5 2.3984 0.0825 0.4572
C6 -1.1665 -1.6903 -1.6368
C7 0.0718 2.0584 1.2290
C8 0.7371 -2.3639 0.5537
N1 0.2044 1.2649 -0.0214
N2 -2.0615 0.0215 -0.0576
N3 -0.0288 -1.0681 0.5147
I1 -4.0274 -0.1358 0.2528
H1 -0.5480 1.1200 -1.8724
H2 0.8924 -0.2905 -1.1290
H3 -1.8876 -1.9505 0.3714
H4 -2.2979 2.7799 -1.5602
H5 -0.6833 3.5235 -1.4245
H6 -1.6776 3.1048 0.1990
H7 2.5923 1.1449 0.7626
H8 2.9315 -0.3205 -0.3014
H9 2.5300 -0.5296 1.4188
H10 -1.4860 -2.7094 -1.9082
H11 -0.2078 -1.6280 -2.0390
H12 -1.8122 -1.0266 -2.3364
H13 0.5971 1.5374 2.0808
H14 0.4560 3.1439 1.1255
H15 -0.9303 2.1246 1.5753
H16 0.5398 -2.8036 1.4979
H17 0.3556 -2.9656 -0.2272
H18 1.7249 -2.1655 0.4275
H19 -0.2499 -0.7515 1.4310

Forces on the atoms, in the same order (eV/Å):
-0.55 -3.27 -1.74
3.44 -0.35 -2.71
-0.90 -0.67 -1.01
3.44 0.83 -2.52
-4.34 0.89 4.26
-2.74 0.71 -1.61
2.44 0.23 1.30
-2.80 0.63 0.40
-0.88 3.03 2.08
1.21 1.84 0.06
1.06 -0.11 0.01
-0.38 0.01 -0.12
-0.72 0.51 0.69
-0.04 0.50 1.18
-0.08 -0.68 0.32
-0.83 0.08 0.31
-2.05 -0.87 1.83
-0.75 0.80 -0.02
0.12 -1.07 -0.81
2.09 -0.82 -2.17
-0.04 0.82 -1.39
-0.07 0.21 0.78
1.90 0.26 -0.47
0.99 -0.99 1.29
-0.12 0.68 -1.00
-0.29 -1.93 0.01
-1.01 -0.25 0.02
-0.05 -0.60 0.79
-0.25 -0.73 -0.72
2.74 0.29 -0.31
-0.54 0.00 1.28

Atomic partial charges in e from the Löwdin method, atoms 1 to 8: -0.16, -0.28, -0.56, -0.02, 0.05, -0.05, -0.03, 0.07

***

3.
DFT (ωB97M-V/def2-TZVPD) results for a structure of composition C8H19N2O.

## Properties
Energy = -13621.9761 eV
Max |F| = 4.42 eV Å⁻¹
Total charge = +1
Relative energy (zero: lowest compared OMol25 entry of this formula, charge and spin) = 78.86 kcal/mol

CARTESIAN COORDINATES (ANGSTROEM)
C1 -1.3395 -0.2055 0.5716
C2 -2.3680 0.1584 -0.4714
C3 -0.6964 -1.4300 -1.6756
C4 0.4330 -0.7028 -0.9529
C5 1.0893 0.1719 -2.0418
C6 1.0166 -0.5999 2.3902
C7 1.0796 1.7640 2.1043
C8 1.2634 0.4455 1.3123
N1 -0.1015 0.3354 0.0450
N2 -1.9015 -0.5272 -1.7829
O1 2.4201 0.2961 0.5681
H1 -1.4223 0.4468 1.4778
H2 -1.3493 -1.2052 0.9117
H3 -3.3524 -0.3089 -0.4229
H4 -2.5112 1.2945 -0.7368
H5 -0.3093 -1.7261 -2.7924
H6 -1.0537 -2.2955 -1.1483
H7 1.1396 -1.3924 -0.6258
H8 2.2310 0.0226 -2.0811
H9 1.0073 1.2936 -1.8258
H10 0.6726 -0.0614 -2.9551
H11 1.1723 -1.5408 1.8762
H12 0.0184 -0.4290 2.5547
H13 1.7720 -0.4501 3.2598
H14 1.3066 2.6100 1.5774
H15 1.7269 1.7217 3.0670
H16 -0.0488 1.9416 2.2396
H17 -2.7399 -0.8771 -2.1579
H18 -1.5205 0.2238 -2.2752
H19 2.3657 1.0257 -0.0099

Forces on the atoms, in the same order (eV/Å):
0.20 3.83 1.58
-0.91 0.38 -0.99
0.07 -1.38 -1.62
-1.34 3.89 -1.61
3.29 1.71 2.15
3.77 -0.28 -1.61
-1.30 -1.48 0.91
-1.61 0.60 0.43
3.09 -2.52 1.03
1.83 0.80 1.75
-1.10 -1.04 1.69
-1.07 -0.67 -0.50
-0.12 -1.39 0.09
-0.10 0.34 1.08
0.60 -2.26 0.88
-1.34 0.53 2.84
0.07 -0.62 0.05
0.99 -1.30 1.15
-1.72 -0.11 -0.22
-0.31 -1.59 -0.32
-0.49 -0.10 -2.34
-0.03 -0.70 0.53
-2.17 -0.14 1.61
-1.69 -0.40 -1.46
1.19 2.20 -1.58
-1.52 0.13 -1.59
1.63 -0.62 0.61
-0.72 -0.92 -1.39
0.14 1.60 -1.82
0.65 1.52 -1.34

Atomic partial charges in e from the Löwdin method, atoms 1 to 8: -0.24, -0.05, -0.08, -0.34, -0.06, -0.02, -0.02, -0.45

***

4.
DFT (ωB97M-V/def2-TZVPD) results for an isolated molecule of C8H19N2OP.

## Properties
Energy = -22919.1185 eV
Structure (SMILES) = C/C=N/CC(C)(C)[P@H](=O)NCC
Max |F| = 5.52 eV Å⁻¹
Total charge = 0
Relative energy (zero: lowest compared OMol25 entry of this formula, charge and spin) = 39.30 kcal/mol

CARTESIAN COORDINATES (ANGSTROEM)
C1 1.5836 -0.5442 0.5149
C2 0.2186 -0.7931 -0.1823
C3 -0.5343 -1.7697 0.7531
C4 0.2713 -1.0689 -1.6180
C5 4.3745 1.5349 -0.6992
C6 -4.4389 0.3059 0.3033
C7 3.0793 1.1691 -0.0692
C8 -3.4116 1.2440 -0.1960
N1 2.6674 -0.0054 -0.3594
N2 -2.2164 0.6442 -0.6286
O1 -0.5647 1.8585 0.9317
P1 -0.6516 0.9506 -0.1555
H1 1.2664 0.2082 1.3322
H2 1.9543 -1.4807 0.9061
H3 -0.3844 -2.7973 0.4597
H4 -1.6433 -1.5481 0.5770
H5 -0.4882 -1.5318 1.8931
H6 -0.6748 -1.2132 -1.9163
H7 0.9301 -1.8629 -1.8115
H8 0.6714 -0.1487 -2.1657
H9 4.5836 2.5896 -1.2623
H10 5.1114 1.4607 0.0456
H11 4.4078 0.7927 -1.4884
H12 -5.1766 0.9589 0.8213
H13 -4.9338 -0.3804 -0.3898
H14 -3.8686 -0.2344 1.0821
H15 2.7771 1.7173 0.8594
H16 -0.1231 1.5586 -1.4572
H17 -3.7154 1.7867 -1.0350
H18 -3.1367 1.8524 0.7069
H19 -2.2226 0.1338 -1.5154

Forces on the atoms, in the same order (eV/Å):
-0.34 1.89 -0.16
0.39 2.25 2.85
-2.74 1.89 0.43
2.99 2.11 -0.19
-0.57 2.65 -3.08
-0.54 -0.16 1.68
0.49 -0.65 1.15
0.60 0.76 1.26
-1.56 0.71 0.98
2.26 -2.08 -0.87
0.50 2.19 3.65
-0.03 -2.18 -5.08
1.15 -1.27 -0.58
0.07 -0.20 0.34
0.37 -0.37 0.36
1.15 -0.65 0.05
0.71 -0.61 -2.06
-3.38 -1.09 -1.71
0.67 -1.31 -0.62
-0.36 -1.35 0.60
-1.10 -2.18 1.64
1.27 -0.35 0.79
0.97 -0.16 -0.05
0.03 -0.80 -0.32
0.25 0.20 -0.03
-0.81 -0.33 -0.18
-0.36 -0.26 -0.84
-0.19 -0.73 1.57
-1.18 1.69 -0.84
-0.26 0.09 -1.19
-0.44 0.30 0.45

Atomic partial charges in e from the Löwdin method, atoms 1 to 8: -0.22, -0.59, -0.08, -0.12, -0.10, -0.11, -0.24, -0.36

***

5.
DFT (ωB97M-V/def2-TZVPD) results for a cluster of 2 separate species, C8H19N2S in total.

## Properties
Energy = -22406.6018 eV
Max |F| = 5.00 eV Å⁻¹
Total charge = +1
Relative energy (zero: lowest compared OMol25 entry of this formula, charge and spin) = 187.46 kcal/mol

CARTESIAN COORDINATES (ANGSTROEM)
C1 0.2185 1.4648 -1.2754
C2 -0.2550 1.6366 1.1934
C3 2.0557 1.6137 0.2217
C4 -0.2686 -2.3196 -1.0583
C5 -0.7525 -1.7797 1.3505
C6 -1.8936 -0.4921 -0.2337
C7 0.6969 1.0821 0.1175
C8 -0.5918 -1.2022 -0.1258
N1 1.6332 -1.1474 -0.0503
N2 0.6397 -0.4265 0.0468
S1 4.9848 -0.5855 0.1272
H1 -0.3585 0.6427 -1.7698
H2 -0.5479 2.1703 -1.0954
H3 0.9979 1.9304 -1.8524
H4 -1.1708 2.0289 0.7336
H5 0.2143 2.5538 1.7124
H6 -0.5529 0.9467 2.0414
H7 2.6619 1.8619 -0.7031
H8 1.7147 2.5013 0.7560
H9 2.6454 1.0997 0.9805
H10 -0.3241 -1.8873 -2.1088
H11 0.6563 -2.7716 -0.9499
H12 -1.0131 -3.1758 -1.1253
H13 -0.8159 -0.9375 2.0127
H14 0.0281 -2.4693 1.7994
H15 -1.7321 -2.1751 1.3194
H16 -2.5552 -1.2511 -0.5198
H17 -2.2212 0.1844 0.5906
H18 -2.1232 0.1188 -1.1104
H19 2.5520 -0.7978 0.2773

Forces on the atoms, in the same order (eV/Å):
-1.49 -0.75 -0.59
-0.21 0.93 2.06
1.65 1.09 1.26
-3.40 -0.46 -3.64
1.27 -0.15 0.16
-0.77 2.42 -1.57
-1.39 -1.01 -0.84
0.08 -1.35 3.30
0.17 0.33 1.26
2.53 -0.33 -0.69
0.14 -0.04 0.02
1.15 0.76 -0.05
-0.71 1.14 -0.32
0.07 -0.30 -0.49
0.22 -0.29 0.26
-0.66 -1.51 -0.78
0.55 0.74 -1.15
-0.93 -0.63 1.17
1.47 0.78 -0.54
0.29 -0.01 -0.05
0.30 -0.50 0.92
1.46 -0.61 0.45
0.47 1.33 0.64
-0.01 0.33 0.47
-0.85 0.59 -1.19
-0.80 -1.04 0.40
-1.49 -1.38 0.71
0.29 -1.34 -0.29
0.92 0.30 -0.27
-0.31 0.98 -0.60

Atomic partial charges in e from the Löwdin method, atoms 1 to 8: 0.01, -0.01, -0.06, -0.03, 0.00, -0.05, -0.50, -0.52

***

6.
DFT (ωB97M-V/def2-TZVPD) results for the ion C8H19N2Si with charge +1.

## Properties
Energy = -19452.9856 eV
Structure (SMILES) = CNC/[N+](C)=C\C(C)=[Si](C)C
Max |F| = 3.62 eV Å⁻¹
Total charge = +1
Relative energy (zero: lowest compared OMol25 entry of this formula, charge and spin) = 79.63 kcal/mol

CARTESIAN COORDINATES (ANGSTROEM)
C1 1.1952 -1.1409 -0.0467
C2 1.6162 0.1540 0.0025
C3 -1.1548 -0.9828 0.8035
C4 0.0102 -3.1362 0.5265
C5 -2.2703 -0.8659 -1.3680
C6 0.2015 2.6473 1.6778
C7 3.0780 0.4190 -0.3270
C8 -0.3493 2.5067 -1.2551
N1 0.0021 -1.6824 0.3514
N2 -2.2928 -1.1249 0.0018
Si1 0.4644 1.5655 0.2239
H1 1.9242 -1.8201 -0.3765
H2 -1.4337 -1.4026 1.8328
H3 -1.0281 0.1487 0.8974
H4 -0.8218 -3.3501 1.2082
H5 -0.1037 -3.6423 -0.3753
H6 1.0004 -3.3992 0.8499
H7 -3.3421 -0.6603 -1.7578
H8 -1.5676 -0.1313 -1.5412
H9 -1.8596 -1.7836 -1.8791
H10 0.6505 3.5917 1.5634
H11 -0.8441 2.8896 2.0512
H12 0.8279 2.3093 2.5183
H13 3.3249 0.6133 -1.4316
H14 3.3636 1.3461 0.1791
H15 3.6049 -0.4264 0.0891
H16 -1.2768 3.1392 -1.2675
H17 0.4904 3.2054 -1.3812
H18 -0.2682 1.8563 -2.1474
H19 -3.1417 -0.8432 0.3776

Forces on the atoms, in the same order (eV/Å):
-1.78 1.94 1.09
-0.84 0.54 -0.65
-0.95 -0.16 1.38
-0.38 1.22 1.11
-1.54 -2.58 -2.03
-0.27 -0.88 2.01
-0.26 1.10 -1.14
0.82 -1.03 -0.12
1.16 0.10 -1.01
-0.17 -1.62 0.65
-1.80 0.47 -0.91
0.75 -1.25 -0.19
0.44 1.06 -1.05
1.14 0.07 0.21
0.59 -0.51 -0.04
-0.74 -0.84 -1.71
0.14 -0.41 0.89
2.08 -0.14 0.53
1.25 2.30 -1.09
-0.59 0.86 -0.04
0.51 1.58 -0.94
1.12 -0.73 -0.72
-0.58 -0.40 0.11
-0.46 -0.61 1.49
0.46 -0.27 0.12
0.72 0.08 -0.16
0.81 -0.96 0.54
0.07 0.32 -0.13
-0.37 0.42 0.31
-1.36 0.35 1.50

Atomic partial charges in e from the Löwdin method, atoms 1 to 8: -0.10, -0.34, -0.22, 0.00, -0.10, -0.19, -0.11, -0.17

***

7.
DFT (ωB97M-V/def2-TZVPD) results for the ion C8H19N4S with charge +1.

## Properties
Energy = -25389.0829 eV
Structure (SMILES) = CSN(C/N=C(\C)C(C)(C)C)N=[NH2+]
Max |F| = 6.93 eV Å⁻¹
Total charge = +1
Relative energy (zero: lowest compared OMol25 entry of this formula, charge and spin) = 0.00 kcal/mol

CARTESIAN COORDINATES (ANGSTROEM)
C1 -0.7402 -0.6726 -0.1562
C2 -0.2665 -1.7147 0.8910
C3 1.3678 -0.6819 -1.2751
C4 -2.1450 0.9832 1.1447
C5 -3.1450 -1.0844 -0.0249
C6 -2.4064 0.8973 -1.3395
C7 4.7030 0.2010 0.9468
C8 -2.0770 0.0693 -0.0589
N1 0.0482 -0.2807 -1.0875
N2 2.2930 -0.0945 -0.3511
N3 1.4004 1.9685 -0.3435
N4 2.2584 1.1053 0.0823
S1 3.5663 -1.1068 0.3288
H1 0.3838 -2.3487 0.4466
H2 0.2758 -1.2292 1.7830
H3 1.5633 -1.7459 -1.2751
H4 1.5870 -0.3188 -2.3647
H5 -1.1708 0.9675 1.5707
H6 -2.3424 2.0208 0.7985
H7 -2.9721 0.6630 1.8396
H8 -3.4180 -1.4420 -0.9282
H9 -4.0411 -0.6082 0.2724
H10 -2.9531 -1.7710 0.8279
H11 -3.4614 0.9474 -1.5004
H12 -1.9405 0.3754 -2.1800
H13 -1.8538 1.7705 -1.2317
H14 5.6193 -0.2266 0.6240
H15 4.4832 0.2801 2.0931
H16 4.3474 0.9914 0.3043
H17 1.5581 2.8566 -0.0571
H18 0.5712 1.6398 -1.0906
H19 -1.0930 -2.4114 1.3108

Forces on the atoms, in the same order (eV/Å):
0.95 0.49 0.74
-3.04 1.65 2.45
0.50 -0.35 -3.35
-1.28 0.15 0.18
1.12 1.96 4.13
1.45 -2.91 0.18
-2.38 -1.29 1.53
-1.41 -2.05 -1.79
-1.77 0.98 0.68
0.70 1.89 1.67
-2.77 -5.16 -3.70
-0.25 -0.25 -0.44
-0.28 -0.22 -0.16
2.30 -1.97 -1.42
-0.93 -0.51 -1.33
0.01 -0.44 0.11
0.41 -0.57 1.86
0.59 0.24 1.21
0.01 -0.65 0.44
1.16 0.45 -0.39
-0.01 -1.92 -2.98
-1.19 0.74 0.54
-0.10 -0.09 -1.10
-0.56 0.63 0.13
-0.40 0.06 -0.16
0.28 2.16 -0.20
1.20 0.16 0.28
0.88 0.35 -2.38
0.75 0.81 0.46
0.44 3.24 1.14
2.35 0.85 2.34
1.25 1.56 -0.66

Atomic partial charges in e from the Löwdin method, atoms 1 to 8: -0.23, 0.01, -0.26, -0.02, -0.02, -0.03, -0.31, -0.51